Below is 2 unconnected molecules or ions with the total composition C2H7N2O2 at a distorted geometry, with properties calculated with wB97M-V/def2-TZVPD.

Geometry as XYZ:
```
13
C2H7N2O2 | the OMol25 dataset | wB97M-V/def2-TZVPD
O 1.338 -1.145 -0.106
N -1.656 -0.349 -0.060
C -1.340 0.984 0.491
N 0.034 1.165 0.941
H -0.848 -0.624 -0.622
H -1.650 1.689 -0.264
H 0.686 0.831 0.234
H -1.733 -1.075 0.639
H 2.137 -1.946 -1.744
O 2.760 -0.042 -1.462
H 0.168 0.490 1.684
H -1.987 1.045 1.380
C 2.090 -1.026 -1.109
```

Values from the calculation:
Net charge ... -1
Calculated total energy ... -340.4524 Eh
ΔE to the lowest compared entry with this formula, charge and spin ... 11.9 kcal/mol
Kohn-Sham gap ... 8.726 eV

Mulliken atomic charge list, values in e, 6 entries: atom 1 (O): -0.6774, atom 2 (N): -0.6720, atom 3 (C): -0.4772, atom 4 (N): -0.6960, atom 5 (H): 0.3039, atom 6 (H): 0.2783